ORCA calculation (ωB97M-V/def2-TZVPD) on a structure of composition C5H10N2O2 in a non-equilibrium geometry.

Its lowest unoccupied orbital energy (alpha / beta) is -0.68 / -0.79 eV. For the strongest force on any atom, the calculation gives 0.0244 hartree/bohr. The HOMO-LUMO gap (alpha / beta) is 7.153 / 7.045 eV. Its HOMO energy (alpha / beta) is -7.83 / -7.84 eV.

CARTESIAN COORDINATES (ANGSTROEM)
C -1.910 -0.598 0.414
C -0.889 0.522 0.375
O -1.140 1.464 -0.602
O -0.599 1.044 1.536
H -1.091 1.000 -1.456
H -1.918 -1.129 -0.537
H -2.894 -0.155 0.579
H -1.672 -1.287 1.219
C 0.705 -0.356 -0.323
N 0.424 -0.555 -1.711
C 1.704 1.689 0.697
C 1.028 -1.403 0.491
N 1.674 0.929 -0.262
H 1.097 -0.059 -2.283
H 0.400 -1.533 -1.970
H 0.445 1.491 1.466
H 2.323 2.583 0.700
H 1.160 -1.238 1.551
H 1.154 -2.409 0.115

ORCA calculation (ωB97M-V/def2-TZVPD) on a structure of composition C5H10N2O2 in a non-equilibrium geometry.

Its lowest unoccupied orbital energy is 0.12 eV. For the strongest force on any atom, the calculation gives 0.1356 hartree/bohr. The HOMO-LUMO gap is 9.538 eV. Its HOMO energy is -9.42 eV.

CARTESIAN COORDINATES (ANGSTROEM)
C 0.611 -0.272 2.635
C -0.264 -0.378 1.277
C -1.139 0.488 -0.725
C -1.674 1.624 -1.555
C 0.156 -0.107 -0.995
H 1.365 -1.089 2.891
H -0.017 -0.609 3.537
H 1.083 0.668 2.814
H -0.955 -1.178 1.558
H -0.803 1.702 0.835
H -1.867 -0.459 -0.692
H -2.404 2.132 -0.801
H -2.001 1.253 -2.631
H -0.666 2.244 -1.464
H 2.416 -0.708 -1.063
N -1.253 0.807 0.775
N 0.580 -0.487 0.207
O 0.680 -0.730 -2.065
O 2.123 -1.061 0.105

ORCA calculation (ωB97M-V/def2-TZVPD) on an isolated molecule of C5H10N2O5 in a non-equilibrium geometry.

Its lowest unoccupied orbital energy is 0.41 eV. For the strongest force on any atom, the calculation gives 0.0666 hartree/bohr. The HOMO-LUMO gap is 9.247 eV. Its HOMO energy is -8.83 eV.

CARTESIAN COORDINATES (ANGSTROEM)
C -1.479 -1.315 0.110
C 0.785 -0.438 0.212
C -0.013 0.801 -0.159
C 1.914 -0.700 -0.809
C 0.017 1.966 0.802
N -0.146 -1.548 0.258
N -1.769 0.009 0.370
O -2.310 -2.152 -0.178
O -0.092 1.053 -1.473
O 2.922 -1.526 -0.297
O -0.244 1.564 2.109
O -2.823 0.526 -0.366
H 1.231 -0.276 1.204
H 2.406 0.245 -1.051
H 1.479 -1.113 -1.728
H -0.703 2.730 0.465
H 1.020 2.411 0.799
H 0.178 -2.501 0.220
H -0.640 1.833 -1.640
H 2.562 -2.395 -0.092
H -1.070 1.053 2.083
H -3.224 -0.228 -0.837

ORCA calculation (ωB97M-V/def2-TZVPD) on a cluster of 2 separate species, C5H10N2O6 in total in a non-equilibrium geometry.

Its lowest unoccupied orbital energy (alpha / beta) is -1.94 / -2.68 eV. For the strongest force on any atom, the calculation gives 0.0837 hartree/bohr. The HOMO-LUMO gap (alpha / beta) is 8.386 / 8.122 eV. Its HOMO energy (alpha / beta) is -10.33 / -10.80 eV.

CARTESIAN COORDINATES (ANGSTROEM)
C -1.537 -2.504 -0.090
C -0.361 -1.601 -0.342
C -0.683 -0.089 -0.352
C 0.688 0.648 -0.183
C 0.695 2.186 -0.321
O 0.991 0.116 0.997
O 3.969 1.261 0.598
N 4.113 0.023 0.634
O 4.895 -0.678 -0.024
O -1.446 0.128 0.864
N -2.558 1.154 0.788
O -3.011 1.377 1.898
O -2.879 1.570 -0.308
H -1.216 -3.550 -0.170
H -1.891 -2.307 0.930
H -2.307 -2.276 -0.835
H 0.378 -1.708 0.455
H 0.175 -1.834 -1.275
H -1.395 0.172 -1.147
H 1.177 0.240 -1.149
H 0.038 2.599 -1.107
H 0.430 2.586 0.672
H 1.736 2.490 -0.534

ORCA calculation (ωB97M-V/def2-TZVPD) on a cluster of 3 separate species, C5H10N2S in total in a non-equilibrium geometry.

Its lowest unoccupied orbital energy is 0.25 eV. For the strongest force on any atom, the calculation gives 0.1159 hartree/bohr. The HOMO-LUMO gap is 8.406 eV. Its HOMO energy is -8.15 eV.

CARTESIAN COORDINATES (ANGSTROEM)
C -0.525 2.038 -0.159
C 0.301 0.817 0.056
C -0.124 -0.539 -0.779
C 0.780 -1.256 -1.657
C -0.318 -1.200 0.389
H -0.205 2.725 -0.997
H -1.668 1.785 -0.242
H -0.605 2.696 0.742
H 1.376 1.049 -0.284
H -1.076 -0.389 -1.169
H 1.817 -1.490 -1.367
H 0.005 -1.998 -2.022
H 1.194 -0.731 -2.539
H 0.153 -1.423 2.694
H -0.706 0.823 2.938
N -0.011 -0.127 1.213
N 0.299 -0.054 2.484
S -0.690 -2.726 0.700

ORCA calculation (ωB97M-V/def2-TZVPD) on a structure of composition C5H10N2S in a non-equilibrium geometry.

Its lowest unoccupied orbital energy is 0.49 eV. For the strongest force on any atom, the calculation gives 0.1116 hartree/bohr. The HOMO-LUMO gap is 9.740 eV. Its HOMO energy is -9.25 eV.

CARTESIAN COORDINATES (ANGSTROEM)
C 0.719 -1.900 0.728
C 0.083 1.283 -1.293
C -1.528 0.515 0.376
C 0.810 -0.580 0.366
C -0.306 0.057 -0.389
N 0.598 -2.979 0.972
N 1.160 0.165 1.552
S -0.892 -1.207 -1.667
H -0.716 1.514 -1.979
H 1.005 1.094 -1.772
H 0.355 2.204 -0.616
H -1.349 1.452 0.800
H -1.681 -0.287 1.065
H -2.466 0.744 -0.089
H 1.851 -0.743 -0.593
H 1.250 1.173 1.344
H 1.979 -0.241 2.069
H -0.874 -2.264 -0.874

ORCA calculation (ωB97M-V/def2-TZVPD) on an isolated molecule of C5H10N2S in a non-equilibrium geometry.

Its lowest unoccupied orbital energy is 0.58 eV. For the strongest force on any atom, the calculation gives 0.0876 hartree/bohr. The HOMO-LUMO gap is 9.631 eV. Its HOMO energy is -9.05 eV.

CARTESIAN COORDINATES (ANGSTROEM)
H 3.440 -0.559 -0.219
N 2.683 -1.004 0.219
C 1.654 -0.231 0.111
C 0.475 -0.416 0.977
C -0.659 0.242 0.282
C -2.014 0.312 1.245
S -1.485 -0.782 -0.929
C -0.060 1.539 -0.421
N 1.404 1.056 -0.557
H 0.526 -1.585 1.008
H 0.624 -0.056 2.093
H -2.079 1.031 2.120
H -1.901 -0.853 1.742
H -3.097 0.341 0.589
H -0.259 -0.610 -1.634
H -0.213 2.327 0.291
H -0.519 1.584 -1.398
H 2.252 1.858 -0.535

ORCA calculation (ωB97M-V/def2-TZVPD) on a cluster of 2 separate species, C5H10N2Si in total in a non-equilibrium geometry.

Its lowest unoccupied orbital energy is -0.43 eV. For the strongest force on any atom, the calculation gives 0.0633 hartree/bohr. The HOMO-LUMO gap is 7.983 eV. Its HOMO energy is -8.41 eV.

CARTESIAN COORDINATES (ANGSTROEM)
C 3.621 0.898 -0.200
C 3.659 -0.458 -0.249
C 1.677 0.211 0.318
C -2.572 0.296 -0.274
C -1.262 1.120 -0.153
N 2.383 1.316 0.201
N 2.445 -0.896 0.069
Si -0.068 0.083 0.921
H 4.380 1.701 -0.375
H 4.454 -1.171 -0.609
H -2.581 -0.555 -0.966
H -2.890 -0.288 0.564
H -3.393 0.980 -0.580
H -1.623 2.165 0.125
H -1.013 1.403 -1.236
H 2.129 -1.879 -0.014
H -0.118 -0.412 2.363
H 0.410 -2.307 0.366

ORCA calculation (ωB97M-V/def2-TZVPD) on the ion C5H10N3 with charge +1 in a non-equilibrium geometry.

As for the net charge: +1. Its lowest unoccupied orbital energy is -3.10 eV. For the strongest force on any atom, the calculation gives 0.0760 hartree/bohr. The HOMO-LUMO gap is 11.451 eV. Its HOMO energy is -14.55 eV.

CARTESIAN COORDINATES (ANGSTROEM)
C -1.411 1.796 1.907
C -0.713 1.072 0.843
N -1.188 0.653 -0.259
C -0.347 0.026 -1.072
C 0.338 -1.171 -0.540
C 0.853 -2.157 -1.542
N 1.082 0.076 -0.270
N 0.758 0.801 0.904
H -2.521 1.587 1.850
H -1.446 2.828 1.896
H -1.178 1.469 2.939
H -0.323 0.235 -2.171
H 0.005 -1.632 0.445
H 1.649 -2.913 -1.198
H 1.180 -1.687 -2.531
H -0.149 -2.734 -1.720
H 2.014 0.137 -0.626
H 1.396 1.612 1.145

ORCA calculation (ωB97M-V/def2-TZVPD) on the ion C5H10N3O with charge +1 in a non-equilibrium geometry.

As for the net charge: +1. Its lowest unoccupied orbital energy is -3.92 eV. For the strongest force on any atom, the calculation gives 0.0948 hartree/bohr. The HOMO-LUMO gap is 8.796 eV. Its HOMO energy is -12.71 eV.

CARTESIAN COORDINATES (ANGSTROEM)
C 4.073 -1.001 -0.321
C 3.122 -0.354 0.453
N 2.583 0.760 -0.075
C 1.507 1.292 -0.244
O 0.097 0.990 -0.041
C -0.389 -0.145 0.399
N -1.614 -0.453 0.415
C -2.728 0.509 0.047
N -3.894 -0.123 -0.485
H 4.287 -0.564 -1.226
H 4.511 -1.930 0.018
H 2.661 -0.740 1.412
H 1.447 2.072 -0.921
H 0.332 -0.895 0.825
H -1.857 -1.297 0.921
H -2.861 0.952 1.057
H -2.338 1.202 -0.748
H -4.148 -0.494 -1.483
H -4.791 0.220 -0.003

ORCA calculation (ωB97M-V/def2-TZVPD) on the ion C5H10N3O with charge +1 in a non-equilibrium geometry.

As for the net charge: +1. Its lowest unoccupied orbital energy is -3.46 eV. For the strongest force on any atom, the calculation gives 0.0874 hartree/bohr. The HOMO-LUMO gap is 10.976 eV. Its HOMO energy is -14.43 eV.

CARTESIAN COORDINATES (ANGSTROEM)
C -0.740 0.888 1.920
N -0.621 -0.204 0.939
C -1.202 -1.491 1.117
C -0.897 -2.138 -0.084
C -0.164 -1.304 -0.911
N 0.029 -0.133 -0.285
C 0.781 1.189 -0.816
N 1.182 0.962 -2.110
O 1.826 1.405 0.060
H -0.428 1.835 1.386
H -1.773 0.929 2.220
H -0.018 0.602 2.612
H -1.774 -1.696 2.020
H -1.227 -3.118 -0.319
H 0.286 -1.510 -1.872
H -0.005 1.816 -0.547
H 0.531 1.051 -2.789
H 1.759 0.155 -2.183
H 2.456 0.762 -0.358

ORCA calculation (ωB97M-V/def2-TZVPD) on an isolated molecule of C5H10N4 in a non-equilibrium geometry.

Its lowest unoccupied orbital energy is 0.97 eV. For the strongest force on any atom, the calculation gives 0.0536 hartree/bohr. The HOMO-LUMO gap is 9.463 eV. Its HOMO energy is -8.50 eV.

CARTESIAN COORDINATES (ANGSTROEM)
H -1.478 1.631 0.402
N -0.483 1.725 0.191
C 0.019 0.527 0.063
C 1.607 0.562 -0.132
C 2.268 -0.348 -0.854
N 2.223 1.628 0.506
N -0.643 -0.690 0.193
N 0.006 -1.746 0.872
C -2.091 -0.815 0.178
C -3.022 -0.149 -0.512
H 1.777 -1.191 -1.320
H 3.345 -0.279 -0.974
H 1.514 2.361 0.634
H 3.021 1.984 -0.011
H 0.782 -1.387 1.432
H 0.406 -2.377 0.179
H -2.411 -1.666 0.779
H -2.778 0.691 -1.153
H -4.062 -0.459 -0.473

ORCA calculation (ωB97M-V/def2-TZVPD) on an isolated molecule of C5H10N4.

Its lowest unoccupied orbital energy is 1.01 eV. For the strongest force on any atom, the calculation gives 0.0182 hartree/bohr. The HOMO-LUMO gap is 10.838 eV. Its HOMO energy is -9.83 eV.

CARTESIAN COORDINATES (ANGSTROEM)
C 1.287 -1.774 -0.001
C 1.437 -0.307 0.375
N 0.545 0.523 -0.434
C 0.772 1.947 -0.241
N -0.775 0.210 -0.182
C -1.664 -0.289 -1.055
N -2.821 -0.460 -0.462
C -2.589 -0.044 0.799
N -1.365 0.369 1.011
H 1.432 -1.902 -1.071
H 2.027 -2.367 0.528
H 0.299 -2.145 0.263
H 1.239 -0.165 1.447
H 2.454 0.028 0.159
H 0.079 2.497 -0.876
H 0.626 2.255 0.801
H 1.789 2.177 -0.548
H -1.431 -0.505 -2.076
H -3.340 -0.050 1.563

Computed energy relative to the best compared isomer or geometry (same formula, charge and spin), in the same sequence as the records: 542.7 735.9 158.9 755.3 648.2 254.3 342.9 461.9 339.9 350.8 183.9 259.2 136.2 kJ/mol.